Entry 1:
Here is a 7-piece molecular cluster, C31H51BN4O10 overall from OMol25. Energies are from ωB97M-V with the def2-TZVPD basis set.

Calculated values
E, Eh: -2208.239169
HOMO level, eV: -7.3
LUMO energy, hartree: -0.019

CARTESIAN COORDINATES (ANGSTROEM)
C -3.245 5.381 7.608
C -4.299 6.316 8.188
C -4.834 7.187 7.047
C -5.912 8.151 7.464
N -6.280 9.113 6.404
C -7.544 9.839 6.805
C -7.134 10.863 7.853
C -5.637 11.096 7.659
C -5.264 10.228 6.458
C -6.355 8.564 5.020
C -7.472 7.581 4.792
C -7.747 7.383 3.319
H -3.682 4.740 6.839
H -2.888 4.645 8.334
H -2.392 5.962 7.269
H -3.827 6.962 8.934
H -5.118 5.754 8.611
H -5.194 6.502 6.270
H -4.022 7.759 6.574
H -5.662 8.714 8.362
H -6.826 7.620 7.755
H -7.870 10.324 5.887
H -8.255 9.120 7.192
H -7.674 11.806 7.784
H -7.306 10.537 8.880
H -5.308 12.110 7.424
H -4.982 10.799 8.479
H -5.377 10.733 5.495
H -4.240 9.860 6.433
H -5.351 8.213 4.793
H -6.560 9.452 4.418
H -8.402 7.992 5.199
H -7.303 6.643 5.321
H -8.775 7.054 3.177
H -7.095 6.624 2.876
H -7.586 8.237 2.654
O -1.075 0.964 1.948
C -1.482 1.797 2.617
O -2.503 2.568 2.368
B -2.761 3.418 3.543
O -1.677 3.107 4.483
C -0.872 2.218 3.964
O 0.128 1.829 4.449
O -2.830 4.842 3.224
C -3.958 5.327 3.604
O -4.377 6.353 3.336
C -4.786 4.168 4.225
O -4.060 3.102 4.179
O -5.901 4.237 4.609
N -0.569 1.913 7.434
C -0.427 1.065 8.514
C -0.422 1.798 9.665
C -0.573 3.169 9.277
C -0.505 3.199 7.907
H -0.333 1.655 6.486
H -0.347 -0.005 8.422
H -0.339 1.394 10.660
H -0.594 4.050 9.897
H -0.550 4.010 7.198
N -0.357 0.477 -1.120
C -0.724 0.485 -2.436
C -0.934 -0.814 -2.844
C -0.758 -1.634 -1.680
C -0.247 -0.849 -0.696
H -0.078 1.332 -0.687
H -0.973 1.373 -2.999
H -1.469 -1.083 -3.739
H -0.967 -2.690 -1.629
H 0.012 -1.005 0.337
N 4.171 0.813 3.117
C 5.152 0.026 2.595
C 4.739 -1.264 2.707
C 3.497 -1.242 3.397
C 3.184 0.049 3.673
H 4.227 1.810 3.086
H 5.990 0.402 2.032
H 5.229 -2.128 2.299
H 2.935 -2.115 3.679
H 2.391 0.551 4.197
C -5.493 0.989 1.335
C -4.735 -0.299 1.438
O -3.746 -0.392 0.405
H -5.964 1.165 0.367
H -4.815 1.843 1.461
H -6.230 1.105 2.137
H -5.404 -1.131 1.208
H -4.283 -0.402 2.432
H -3.031 0.250 0.529
C -8.065 2.008 6.944
C -7.804 3.430 7.431
O -8.019 4.363 6.399
H -7.390 1.715 6.141
H -9.083 1.942 6.551
H -8.033 1.303 7.781
H -6.812 3.502 7.863
H -8.555 3.645 8.196
H -7.228 4.384 5.807

Cartesian forces, eV/Å:
C -0.25 -0.66 0.70
C 0.53 0.56 -0.78
C 0.29 -0.14 -0.26
C -0.80 -1.19 0.72
N 0.26 1.12 0.88
C 0.30 0.14 -0.06
C 0.31 0.58 0.90
C 1.32 -0.22 -0.78
C 0.01 0.36 -1.03
C -0.03 0.43 -0.18
C -0.43 0.25 0.32
C 0.33 -0.88 -1.09
H 0.17 0.32 -0.38
H 0.08 0.33 0.14
H 0.08 -0.16 -0.37
H -0.24 -0.14 0.24
H -0.26 -0.14 0.38
H -0.16 0.18 0.04
H 0.11 -0.25 0.22
H 0.31 0.11 -0.15
H 0.10 -0.19 -0.28
H -0.38 -0.05 0.11
H -0.24 -0.04 -0.29
H -0.18 -0.15 -0.34
H -0.14 -0.30 -0.17
H -0.47 0.12 0.07
H -0.48 -0.04 0.34
H -0.14 0.31 0.23
H -0.12 -0.33 0.31
H -0.13 -0.29 -0.31
H 0.16 -0.09 -0.15
H 0.18 0.08 0.25
H 0.03 -0.11 -0.19
H 0.02 -0.06 -0.03
H -0.07 -0.09 0.27
H -0.11 0.36 0.53
O 1.93 -4.09 -3.36
C -0.54 2.81 2.71
O -1.27 1.12 0.20
B 0.25 -0.53 0.15
O -0.37 0.82 0.44
C -1.29 0.46 -0.68
O 1.74 -0.91 0.83
O 1.87 -0.76 -0.31
C 0.22 -4.93 0.66
O -2.39 6.29 -0.77
C 1.48 0.23 -0.46
O 0.45 -0.78 -0.13
O -2.00 0.50 0.83
N 1.07 -0.32 0.81
C -0.16 -0.16 -0.10
C -0.46 0.41 -0.14
C 0.94 -0.04 -0.21
C -1.12 -0.06 -0.34
H -0.09 0.11 -0.06
H -0.03 0.01 -0.28
H -0.09 0.05 0.02
H 0.02 -0.06 0.16
H 0.01 0.07 0.13
N 0.40 -0.60 -1.15
C -0.50 -0.63 -0.55
C -0.94 0.42 1.04
C 0.71 -0.22 -0.96
C -0.81 1.50 0.82
H 0.25 -0.14 0.71
H 0.34 0.11 0.28
H 0.28 -0.13 -0.21
H 0.23 -0.03 0.09
H 0.01 -0.31 -0.06
N 0.76 0.46 0.19
C -0.09 -0.16 -0.86
C -0.23 -0.32 0.18
C 0.01 -0.99 0.21
C 0.00 0.84 -0.25
H -0.24 0.24 0.27
H 0.00 0.28 0.17
H 0.14 -0.11 0.07
H -0.13 0.03 0.05
H -0.27 -0.27 -0.03
C -0.06 1.31 0.41
C 0.45 0.00 -1.01
O 0.00 -0.09 0.14
H -0.12 -0.43 -0.02
H 0.09 -0.19 0.05
H -0.09 -0.20 -0.15
H 0.08 -0.11 0.41
H -0.11 -0.17 -0.06
H -0.19 -0.12 0.22
C -0.40 -0.02 0.13
C -0.77 -0.76 -0.24
O 0.85 0.80 -0.56
H 0.16 -0.06 0.14
H 0.06 0.13 -0.07
H 0.32 -0.02 -0.13
H 0.33 0.16 0.16
H 0.22 0.16 0.14
H -0.84 -0.34 0.46

Entry 2:
Here is C42H35Cl5F6N6PSbTi as an isolated structure from OMol25. Energies are from ωB97M-V with the def2-TZVPD basis set.

Calculated values
E, Eh: -6280.762588
Energy above the lowest of the compared OMol25 structures with the same formula, charge and spin, kJ/mol: 211.9
Charge: +2
HOMO level (spin up / spin down), eV: -11.4 / -11.4
LUMO energy (spin up / spin down), hartree: -0.314 / -0.314

CARTESIAN COORDINATES (ANGSTROEM)
Ti 8.606 14.153 10.843
C 6.695 13.341 8.408
C 7.218 14.654 7.893
C 8.733 14.700 7.973
C 9.461 15.478 7.063
C 10.835 15.607 7.146
C 11.501 14.713 8.005
C 10.757 13.781 8.752
N 9.384 14.028 8.978
N 6.654 13.180 9.932
C 6.711 11.756 10.331
C 7.614 11.637 11.496
C 7.199 11.002 12.683
C 8.162 10.675 13.638
C 9.518 11.057 13.419
C 9.832 11.754 12.297
N 8.908 12.143 11.383
C 5.472 13.827 10.587
C 5.761 15.290 10.875
C 4.739 16.229 11.036
C 5.051 17.484 11.613
C 6.373 17.793 11.862
C 7.347 16.837 11.605
N 7.072 15.616 11.132
H 7.295 12.541 8.008
H 5.662 13.154 8.028
H 6.871 15.497 8.511
H 6.903 14.850 6.846
H 8.845 16.065 6.360
H 11.415 16.366 6.631
H 12.585 14.754 8.116
H 11.149 12.820 9.052
H 7.165 11.102 9.573
H 5.698 11.321 10.484
H 6.206 10.594 12.781
H 7.830 10.149 14.525
H 10.290 10.934 14.172
H 10.875 11.995 12.069
H 5.283 13.333 11.573
H 4.534 13.747 10.002
H 3.692 15.998 10.707
H 4.239 18.182 11.872
H 6.705 18.746 12.243
H 8.386 17.123 11.863
N 14.884 9.758 13.310
P 13.485 9.883 12.380
C 12.739 8.258 12.666
C 12.991 7.521 13.801
C 12.100 6.498 14.123
C 10.946 6.264 13.372
C 10.876 6.843 12.108
C 11.702 7.908 11.777
C 14.224 9.666 10.692
C 14.099 8.549 9.807
C 14.749 8.592 8.601
C 15.495 9.684 8.157
C 15.709 10.717 9.070
C 15.157 10.647 10.335
C 14.906 10.595 14.428
C 16.086 11.228 14.833
C 15.996 12.329 15.650
C 14.693 12.769 16.088
C 13.646 11.955 15.739
N 13.726 10.849 14.960
H 15.739 9.470 12.875
H 13.812 7.785 14.458
H 12.366 5.873 14.974
H 10.160 5.550 13.654
H 10.105 6.522 11.396
H 11.520 8.483 10.831
H 13.502 7.716 10.112
H 14.691 7.671 8.030
H 15.912 9.747 7.138
H 16.295 11.614 8.826
H 15.506 11.391 11.080
H 17.052 10.876 14.537
H 16.902 12.820 16.065
H 14.633 13.647 16.733
H 12.636 12.189 16.020
F 10.053 10.899 9.088
Sb 10.198 9.842 7.413
F 10.967 8.321 8.333
F 10.337 8.908 5.738
F 11.966 10.540 7.197
F 9.532 11.616 6.689
F 8.396 9.248 7.517
Cl 12.501 13.718 11.635
C 11.446 14.977 12.163
C 10.029 14.831 12.168
C 9.496 15.232 13.426
Cl 7.976 14.512 13.877
C 10.119 16.152 14.261
Cl 9.336 16.723 15.690
C 11.334 16.751 13.844
Cl 11.871 18.226 14.490
C 12.056 16.056 12.869
Cl 13.671 16.570 12.496

Cartesian forces, eV/Å:
Ti 0.92 -1.28 -0.60
C -1.77 -0.65 0.31
C 0.64 0.88 0.60
C 0.68 0.83 -0.12
C -1.25 0.34 -0.31
C 0.22 -0.42 1.30
C -0.62 -0.51 0.36
C -0.52 1.54 -0.34
N 0.78 -0.48 -1.32
N 0.38 0.48 -0.44
C -0.24 -0.56 -0.55
C 0.38 -0.32 2.20
C 1.28 -0.41 -1.11
C 0.84 0.81 -0.28
C -1.48 -0.62 1.20
C 0.56 0.54 -0.85
N -2.02 0.08 -0.04
C 0.20 0.46 -0.05
C -0.11 0.36 0.24
C -0.17 0.09 -0.02
C -0.77 -0.45 -0.39
C 0.33 -0.44 -0.08
C 0.47 1.16 0.36
N -0.50 -0.64 -0.16
H 0.41 -0.38 0.01
H 0.59 0.24 0.30
H -0.37 -0.10 -0.39
H 0.22 -0.26 0.71
H 0.63 -0.42 0.21
H -0.28 -0.18 -0.25
H -0.25 -0.53 -0.38
H 0.11 0.10 0.92
H 0.00 0.48 -0.30
H 0.63 0.40 0.23
H -0.23 0.15 -0.10
H 0.33 0.02 0.06
H -0.03 -0.52 -0.22
H -0.52 0.14 0.23
H 0.25 0.27 -0.69
H 0.55 -0.19 0.09
H 1.16 0.10 0.60
H 0.51 -0.33 -0.33
H -0.19 0.09 0.13
H -0.62 -0.60 -0.48
N 0.20 0.49 1.14
P -0.49 -0.71 -1.34
C -0.83 0.93 -1.08
C -0.54 -0.32 -0.03
C -0.04 -0.27 0.64
C 0.67 -0.74 -0.45
C -0.99 0.56 -0.30
C 0.07 0.11 -0.12
C 0.93 -0.90 -0.13
C 0.02 2.12 1.40
C 0.22 -0.87 -0.77
C 0.05 0.46 0.13
C 0.27 0.15 -0.58
C -0.29 0.63 0.64
C 0.35 -0.23 -0.80
C 0.19 0.69 0.71
C -0.70 0.29 1.12
C 1.75 -0.52 -0.34
C -0.23 -0.20 -0.27
N 0.08 1.00 0.08
H 0.34 -0.02 0.05
H -0.04 -0.17 -0.10
H -0.48 0.19 0.07
H 0.69 0.12 0.04
H 0.22 0.22 0.39
H 0.27 -0.65 0.93
H -0.14 -0.41 -0.14
H -0.03 0.28 -0.43
H -0.24 -0.25 0.70
H -0.04 -0.62 -0.05
H -0.60 -0.25 -0.45
H 0.32 -0.21 -0.39
H -0.72 -0.31 -0.62
H -0.34 -0.35 -0.26
H -0.31 0.11 0.48
F -0.11 -0.79 -0.41
Sb 0.97 0.31 -1.11
F -0.91 1.23 -0.29
F -0.18 0.97 1.13
F -0.80 -0.04 0.23
F 0.34 -1.44 0.52
F 0.43 0.42 0.50
Cl -0.31 0.62 -0.69
C 0.70 0.49 0.40
C 0.51 -0.96 0.89
C -0.04 0.63 -0.06
Cl 0.06 0.07 -0.16
C -0.85 0.38 0.11
Cl 0.17 -0.22 -0.34
C -0.29 -0.45 -0.46
Cl 0.00 -0.47 0.11
C 0.15 0.04 -0.63
Cl -0.59 -0.46 0.13

Entry 3:
Here is C27H27CrN6O12S3 as an isolated structure from OMol25. Energies are from ωB97M-V with the def2-TZVPD basis set.

Calculated values
E, Eh: -4515.551143
Multiplicity: 4
⟨S²⟩: 3.78
Energy above the lowest of the compared OMol25 structures with the same formula, charge and spin, kJ/mol: 102.3
HOMO level (spin up / spin down), eV: -8.3 / -8.3
LUMO energy (spin up / spin down), hartree: -0.054 / -0.064

CARTESIAN COORDINATES (ANGSTROEM)
Cr -1.227 -1.413 -0.106
O -0.786 1.735 -3.221
C -1.627 2.577 -2.622
C -1.988 3.723 -3.342
C -2.821 4.669 -2.796
C -3.319 4.511 -1.504
C -3.009 3.378 -0.791
C -2.174 2.394 -1.333
C -1.979 1.144 -0.626
O -1.083 0.311 -0.984
N -2.768 0.856 0.414
N -2.546 -0.377 0.799
C -3.271 -0.965 1.717
C -2.955 -2.336 1.928
C -3.632 -3.183 2.816
C -3.267 -4.511 2.887
C -2.224 -4.971 2.087
C -1.580 -4.074 1.250
N -1.921 -2.797 1.178
H -0.540 0.978 -2.653
H -1.590 3.830 -4.340
H -3.093 5.537 -3.379
H -3.957 5.266 -1.077
H -3.407 3.212 0.196
H -4.086 -0.464 2.221
H -4.422 -2.784 3.431
H -3.784 -5.187 3.551
H -1.917 -6.004 2.112
H -0.758 -4.374 0.613
O 0.918 -0.487 -2.311
S 0.658 -1.912 -2.405
O 1.792 -2.718 -2.771
O 0.097 -2.416 -1.112
C -0.492 -1.974 -3.791
C 0.240 -1.937 -4.972
C -0.384 -1.837 -6.199
C -1.768 -1.784 -6.257
C -2.498 -1.793 -5.082
C -1.864 -1.860 -3.847
S -3.053 -1.669 -2.511
O -3.226 -0.252 -2.303
O -4.228 -2.389 -2.916
O -2.461 -2.289 -1.282
H 1.314 -1.974 -4.888
H 0.212 -1.793 -7.098
H -2.270 -1.718 -7.210
H -3.574 -1.754 -5.075
C 5.835 4.380 2.324
C 4.616 3.485 2.350
S 4.896 2.282 3.693
O 4.945 2.991 4.936
O 6.000 1.441 3.333
C 3.380 1.251 3.692
C 3.470 0.240 2.561
N 2.185 -0.358 2.286
C 1.409 -0.139 1.203
N 0.258 -0.811 1.300
C 0.290 -1.456 2.490
C 1.481 -1.196 3.121
N 1.902 -1.725 4.356
O 1.086 -2.419 4.935
O 3.025 -1.466 4.755
C 1.806 0.787 0.127
H 5.788 5.090 1.503
H 6.724 3.764 2.214
H 5.909 4.920 3.264
H 4.506 2.923 1.427
H 3.707 4.027 2.590
H 2.535 1.926 3.585
H 3.352 0.760 4.663
H 4.185 -0.535 2.846
H 3.825 0.722 1.651
H -0.514 -2.052 2.871
H 1.869 1.807 0.506
H 1.085 0.733 -0.684
H 2.768 0.501 -0.293

Cartesian forces, eV/Å:
Cr 1.40 -0.01 -0.61
O 0.16 -0.12 -0.15
C -0.14 0.18 0.28
C 0.13 -0.13 -0.09
C 0.08 -0.15 0.01
C -0.09 0.04 0.16
C 0.04 0.06 -0.16
C 0.22 -0.09 -0.29
C -0.32 0.00 0.69
O 0.56 0.14 -0.32
N -0.61 1.15 0.17
N -1.63 -0.17 1.52
C 0.25 1.17 -0.67
C 0.15 -1.19 0.38
C 0.25 0.43 -0.33
C 0.34 -0.07 -0.25
C -0.09 0.16 0.02
C 0.10 -0.52 0.08
N -0.52 -0.47 0.63
H -0.09 0.04 -0.01
H 0.03 0.01 -0.07
H 0.01 0.08 -0.02
H -0.11 0.09 0.08
H -0.09 0.00 0.10
H 0.01 0.13 -0.03
H -0.14 0.06 0.01
H -0.03 -0.03 0.07
H 0.05 -0.05 -0.03
H 0.02 -0.06 -0.05
O 0.20 -0.23 -0.25
S 1.25 0.45 -0.54
O -0.36 -0.11 0.06
O -0.12 -0.36 0.02
C 0.56 -0.09 0.41
C 0.05 -0.09 -0.24
C 0.00 0.01 0.14
C -0.05 0.04 0.11
C 0.11 -0.01 -0.19
C -0.75 -0.06 0.36
S -1.01 0.46 -0.56
O -0.18 -0.19 -0.49
O 0.30 -0.17 0.08
O -0.01 -0.26 0.03
H 0.08 -0.08 -0.17
H 0.03 -0.03 -0.09
H -0.09 -0.01 -0.06
H -0.12 0.03 -0.19
C 0.17 0.03 0.09
C 0.17 -0.52 0.63
S -0.97 0.01 -0.22
O -0.20 0.28 0.21
O 0.21 -0.32 -0.33
C 0.86 0.59 -0.12
C 0.69 0.16 0.11
N -0.32 -0.29 0.03
C 0.20 0.20 0.06
N 0.05 -0.19 0.11
C 0.63 0.01 0.86
C -1.15 0.03 -1.08
N -0.04 -0.32 0.52
O 0.22 0.05 0.07
O -0.06 -0.14 0.02
C -0.06 0.05 -0.31
H -0.04 0.01 -0.05
H 0.15 0.08 -0.08
H 0.06 0.12 0.02
H -0.10 -0.09 -0.12
H -0.16 0.00 0.01
H -0.11 0.10 0.02
H 0.03 0.15 0.01
H -0.14 0.12 -0.22
H -0.10 -0.17 -0.02
H 0.02 -0.10 0.03
H 0.01 0.08 0.06
H 0.09 0.09 0.18
H 0.08 0.00 -0.04

Q: E of number 3 (C27H27CrN6O12S3)?
A: -4515.551143 Eh

Q: What is the formula in the second record?
A: C42H35Cl5F6N6PSbTi